Version P
ORCA calculation (ωB97M-V/def2-TZVPD) on C4H7FS as an isolated structure.

The calculation puts the LUMO energy at 0.006 Eh.

Element x y z (Å)
C: -1.83244 0.00662 1.16754
C: -0.62800 0.60667 0.48630
C: 1.30582 0.28296 -0.78806
C: -0.15475 0.47463 -1.05440
H: -1.19937 -0.58016 2.29581
H: -2.78561 0.90663 1.75091
H: -1.99279 -0.74981 0.03465
H: -0.41626 1.66205 0.76324
H: 1.76876 1.28747 -0.60661
H: 2.23682 -0.39985 -1.31467
H: -0.56355 1.47450 -1.67966
F: -0.65202 -0.55613 -1.85574
S: 1.04227 -0.42631 1.03686

From a natural (NBO) analysis of the wavefunction, the atomic charges in e read:
1 C -0.687
2 C -0.289
3 C -0.515
4 C 0.163
5 H 0.249
6 H 0.250
7 H 0.274
8 H 0.217
9 H 0.225
10 H 0.270
11 H 0.171
12 F -0.362
13 S 0.034

---

Version Q
ORCA calculation (ωB97M-V/def2-TZVPD) on one molecule with the formula C4H7FS.

The calculation puts the LUMO energy at 0.030 Eh. As for the SMILES: C/C(=C\F)CS.

Element x y z (Å)
C: -1.33656 0.97860 -0.15396
C: -0.22031 -0.09912 -0.06757
C: 1.20895 0.47336 -0.09995
C: -0.60938 -1.36884 0.01703
H: -2.28776 0.40828 -0.17236
H: -1.20987 1.50440 0.74681
H: -1.28923 1.78245 -0.97290
H: 1.40783 0.94164 0.86844
H: 1.24045 1.21929 -0.94027
H: 2.53600 -1.26680 0.98326
H: -0.11427 -2.19859 0.39281
F: -1.86395 -1.61877 -0.31177
S: 2.53810 -0.75592 -0.28958

From a natural (NBO) analysis of the wavefunction, the atomic charges in e read:
1 C -0.646
2 C -0.084
3 C -0.545
4 C 0.212
5 H 0.240
6 H 0.212
7 H 0.214
8 H 0.229
9 H 0.241
10 H 0.125
11 H 0.176
12 F -0.337
13 S -0.037

---

Each structure's energy above the most stable one, in eV: version P 4.777; version Q 0.000.

---

Version P
ORCA calculation (ωB97M-V/def2-TZVPD) on a 2-piece molecular cluster, C2H3F2I overall.

The calculation puts the LUMO energy (alpha / beta) at -0.079 / -0.079 Eh.

Element x y z (Å)
C: -0.73533 0.05867 0.50031
C: 0.36322 -0.27053 -0.52195
F: -1.74398 0.60607 -0.17552
F: 1.64520 1.75342 -0.56846
I: 1.95033 -1.38671 0.08194
H: -0.47809 0.62707 1.43321
H: -1.15781 -0.99170 0.82756
H: 0.15645 -0.39629 -1.57708

From a natural (NBO) analysis of the wavefunction, the atomic charges in e read:
1 C -0.047
2 C -0.031
3 F -0.330
4 F -0.632
5 I 0.372
6 H 0.238
7 H 0.203
8 H 0.227

---

Version Q
ORCA calculation (ωB97M-V/def2-TZVPD) on one molecule with the formula C2H3F2I.

The calculation puts the LUMO energy at 0.004 Eh. As for the SMILES: FC[C@@H](F)I.

Element x y z (Å)
C: -0.59989 0.58299 0.03903
C: 0.32485 -0.60232 0.02109
F: -0.36979 1.36331 -1.10250
F: 0.32231 -1.26914 -1.14803
I: 2.40519 -0.06783 0.53328
H: -0.23167 1.13736 1.02555
H: -1.71750 0.28251 0.01010
H: -0.13349 -1.42687 0.62148

From a natural (NBO) analysis of the wavefunction, the atomic charges in e read:
1 C -0.027
2 C 0.081
3 F -0.357
4 F -0.350
5 I 0.056
6 H 0.195
7 H 0.197
8 H 0.204

---

Each structure's energy above the most stable one, in eV: version P 3.082; version Q 0.000.

---

Version P
ORCA calculation (ωB97M-V/def2-TZVPD) on an isolated ion of composition C4H11N2S and charge +1.

The calculation puts the LUMO energy at -0.125 Eh. The charge is +1. As for the SMILES: CN1CC[NH2+][C@H]1S.

Element x y z (Å)
C: 1.30647 0.08280 0.12197
C: 1.06058 -1.43836 0.18360
C: -1.01328 -0.23851 -0.35313
C: -0.03376 2.17568 -0.10045
N: -0.04511 0.72512 0.27065
N: -0.41192 -1.61924 0.00593
S: -2.65924 -0.16159 0.15936
H: 2.16966 0.24230 0.82266
H: 1.69158 0.33783 -0.93424
H: 1.74803 -1.83454 -0.59994
H: 1.16697 -1.79297 1.21179
H: -1.01148 0.04753 -1.48717
H: -0.90820 2.74746 0.01741
H: 0.80710 2.66185 0.37427
H: 0.18837 2.23777 -1.16106
H: -0.72678 -2.22376 -0.80079
H: -0.93588 -1.89499 0.89116
H: -2.39313 -0.05436 1.37799

From a natural (NBO) analysis of the wavefunction, the atomic charges in e read:
1 C -0.237
2 C -0.254
3 C -0.080
4 C -0.415
5 N -0.455
6 N -0.544
7 S 0.128
8 H 0.254
9 H 0.182
10 H 0.265
11 H 0.233
12 H 0.237
13 H 0.233
14 H 0.233
15 H 0.180
16 H 0.463
17 H 0.461
18 H 0.116

---

Version Q
ORCA calculation (ωB97M-V/def2-TZVPD) on a 2-piece molecular cluster, C4H11N2S overall.

The calculation puts the LUMO energy at -0.138 Eh. The charge is +1.

Element x y z (Å)
C: -0.45499 -2.06361 -1.01797
C: 1.79119 0.24233 0.85848
C: -3.14935 3.03291 1.19501
C: 0.20203 -1.31054 0.04158
N: 1.84605 -0.52058 -1.31396
N: 1.23401 -0.58555 -0.15730
S: -1.86709 2.09316 0.86499
H: 0.19622 -2.72667 -1.44854
H: -1.33829 -2.62525 -0.67858
H: -0.74945 -1.35505 -1.73833
H: 2.73392 0.67553 0.46898
H: 1.94408 -0.41838 1.61264
H: 1.24237 1.11332 1.12443
H: -4.13003 2.62938 0.97789
H: -2.97047 4.03324 1.54454
H: 1.25916 -1.06148 -1.96922
H: -0.25166 -1.43971 0.96891
H: 2.46230 0.28694 -1.33356

From a natural (NBO) analysis of the wavefunction, the atomic charges in e read:
1 C -0.702
2 C -0.420
3 C -0.399
4 C 0.167
5 N -0.595
6 N -0.037
7 S -0.017
8 H 0.246
9 H 0.278
10 H 0.248
11 H 0.223
12 H 0.239
13 H 0.260
14 H 0.210
15 H 0.210
16 H 0.422
17 H 0.237
18 H 0.429

---

Version R
ORCA calculation (ωB97M-V/def2-TZVPD) on a 2-piece molecular cluster, C4H11N2S overall.

The calculation puts the LUMO energy at -0.122 Eh. The charge is +1.

Element x y z (Å)
C: -1.37376 2.33764 -2.18128
C: -2.14793 1.45563 -1.64476
C: 0.45471 -2.03999 1.32558
C: 1.26475 -0.79434 0.91727
N: 1.46450 0.17223 1.75875
N: 1.66283 -0.96205 -0.32193
S: -1.48137 0.37667 -0.34194
H: -1.80908 2.94613 -3.09711
H: -0.36581 2.44093 -1.98836
H: -3.22052 1.48968 -1.73280
H: 0.71546 -2.26420 2.40622
H: -0.62034 -1.81786 1.21618
H: 0.80494 -2.95669 0.80718
H: 1.24508 0.05429 2.70620
H: 2.04341 1.00595 1.38563
H: -2.59905 0.68632 0.44144
H: 1.62537 -1.85554 -0.84114
H: 2.33682 -0.27481 -0.81513

From a natural (NBO) analysis of the wavefunction, the atomic charges in e read:
1 C -0.375
2 C -0.308
3 C -0.681
4 C 0.584
5 N -0.705
6 N -0.728
7 S -0.125
8 H 0.226
9 H 0.192
10 H 0.229
11 H 0.245
12 H 0.278
13 H 0.251
14 H 0.442
15 H 0.437
16 H 0.166
17 H 0.450
18 H 0.423

---

Each structure's energy above the most stable one, in eV: version P 0.700; version Q 2.210; version R 0.000.

---

Version P
ORCA calculation (ωB97M-V/def2-TZVPD) on a 2-piece molecular cluster, C4H11N2S overall.

The calculation puts the LUMO energy at -0.137 Eh. The charge is +1.

Element x y z (Å)
C: 4.20273 0.65090 0.60836
C: 3.30612 -0.56425 0.24011
C: -3.59696 -0.95357 -1.04314
C: -2.13703 0.62465 0.19906
N: -0.91516 0.94138 0.70142
N: -2.40530 -0.38949 -0.67672
S: 1.73768 -0.70301 0.07143
H: 3.62140 1.49742 0.83858
H: 4.78400 0.28660 1.52822
H: 3.76764 -1.54699 0.18018
H: -3.39306 -2.13151 -1.04835
H: -4.45319 -0.65724 -0.42500
H: -3.91477 -0.64664 -2.00060
H: -3.04495 1.01411 0.68676
H: -0.80109 1.73255 1.30020
H: 0.01332 0.60159 0.21689
H: -1.55789 -0.76664 -1.12777
H: 4.78649 1.01014 -0.24963

From a natural (NBO) analysis of the wavefunction, the atomic charges in e read:
1 C -0.678
2 C -0.198
3 C -0.424
4 C 0.395
5 N -0.748
6 N -0.505
7 S 0.012
8 H 0.225
9 H 0.255
10 H 0.211
11 H 0.239
12 H 0.234
13 H 0.225
14 H 0.224
15 H 0.432
16 H 0.421
17 H 0.417
18 H 0.261

---

Version Q
ORCA calculation (ωB97M-V/def2-TZVPD) on a 2-piece molecular cluster, C4H11N2S overall.

The calculation puts the LUMO energy (alpha / beta) at -0.169 / -0.153 Eh. The charge is +1.

Element x y z (Å)
C: 2.73135 -0.76883 -0.40877
C: 2.04697 0.45242 -0.53914
C: -2.50599 1.21977 -0.51775
C: -2.10331 -1.28091 0.38454
N: -0.19115 0.68000 0.39249
N: 2.67410 0.16240 0.70270
S: -1.15488 0.04104 -0.56786
H: 2.23790 -1.75998 -0.18987
H: 3.72326 -0.75732 -0.87426
H: 2.30664 1.34456 -0.95888
H: -2.48764 2.17295 -1.05785
H: -2.69026 1.36648 0.50651
H: -3.43947 0.81259 -0.88845
H: -2.72962 -0.71534 1.07347
H: -1.45492 -1.92221 0.86988
H: -2.59128 -1.81967 -0.38075
H: 3.46876 0.87237 0.90471
H: 2.15954 -0.10033 1.54929

From a natural (NBO) analysis of the wavefunction, the atomic charges in e read:
1 C -0.269
2 C 0.085
3 C -0.825
4 C -0.747
5 N -0.847
6 N -0.558
7 S 1.077
8 H 0.264
9 H 0.248
10 H 0.215
11 H 0.269
12 H 0.233
13 H 0.246
14 H 0.235
15 H 0.232
16 H 0.234
17 H 0.448
18 H 0.459

---

Each structure's energy above the most stable one, in eV: version P 0.000; version Q 5.681.